Entry 1:
ORCA calculation (ωB97M-V/def2-TZVPD) on a 6-piece molecular cluster, H12O6 overall.

Structure (XYZ):
```
18
Properties=species:S:1:pos:R:3:lowdin_charge:R:1
O 0.024 3.005 -1.469 -0.05
H 0.887 3.286 -1.775 0.03
H 0.145 2.835 -0.535 0.02
O -1.336 -2.648 0.441 -0.05
H -1.328 -1.963 -0.227 -0.02
H -1.701 -2.222 1.217 0.02
O 3.292 -0.428 0.659 -0.05
H 4.143 -0.778 0.923 0.04
H 3.082 -0.894 -0.151 0.03
O 0.242 -0.103 -0.284 -0.03
H -0.238 0.470 0.314 0.03
H 1.051 -0.313 0.183 0.02
O -1.834 1.346 2.376 -0.04
H -1.146 1.157 3.014 0.04
H -2.343 0.537 2.325 0.03
O -1.079 -1.457 -2.449 -0.05
H -1.548 -0.641 -2.623 0.04
H -0.312 -1.190 -1.942 -0.01
```

Summary:
DFT total energy, eV: -12479.6356
Frontier orbital gap, eV: 11.09
Energy relative to the best compared isomer or geometry (same formula, charge and spin), kcal per mole: 34.09
M, g mol⁻¹: 108.09
HOMO, eV: -10.9476
LUMO level, Eh: 0.00517
F_max, Eh/bohr: 0.0107
Structure (SMILES): O.O.O.O.O.O

=====

Entry 2:
ORCA calculation (ωB97M-V/def2-TZVPD) on a 6-piece molecular cluster, H12O6 overall.

Structure (XYZ):
```
18
Properties=species:S:1:pos:R:3:lowdin_charge:R:1
O 3.152 1.489 2.315 -0.06
H 2.365 1.330 1.784 0.00
H 3.407 0.622 2.645 0.04
O 0.410 -3.030 -0.097 -0.07
H 0.568 -2.142 -0.455 -0.01
H -0.105 -3.499 -0.758 0.02
O -2.409 -1.134 -0.379 -0.06
H -1.586 -0.788 0.007 0.02
H -2.102 -1.791 -1.010 0.03
O 0.408 -0.179 -0.579 -0.07
H 0.172 0.336 -1.367 0.03
H 0.540 0.480 0.120 0.01
O -1.428 1.026 -2.340 -0.06
H -2.100 0.429 -1.974 0.03
H -1.314 0.767 -3.259 0.05
O 0.081 1.763 1.506 -0.04
H -0.035 2.712 1.391 0.07
H -0.024 1.608 2.451 0.07
```

Summary:
DFT total energy, eV: -12480.2139
Frontier orbital gap, eV: 11.31
Energy relative to the best compared isomer or geometry (same formula, charge and spin), kcal per mole: 20.75
M, g mol⁻¹: 108.09
HOMO, eV: -11.0007
LUMO level, Eh: 0.01119
F_max, Eh/bohr: 0.0070
Structure (SMILES): O.O.O.O.O.O

=====

Entry 3:
ORCA calculation (ωB97M-V/def2-TZVPD) on a 6-piece molecular cluster, H12O6 overall.

Structure (XYZ):
```
18
Properties=species:S:1:pos:R:3:lowdin_charge:R:1
O -0.742 -3.385 -1.454 -0.05
H -0.818 -3.183 -2.387 0.04
H 0.140 -3.098 -1.218 0.02
O 2.408 1.877 0.536 -0.04
H 1.953 2.692 0.749 0.05
H 2.320 1.794 -0.414 0.03
O -0.014 0.249 -0.219 -0.03
H 0.302 0.141 0.679 0.01
H 0.048 -0.626 -0.601 0.04
O -0.458 2.545 -1.752 -0.06
H 0.493 2.452 -1.693 0.00
H -0.803 1.767 -1.313 0.00
O 1.363 -0.406 2.558 -0.05
H 1.531 0.140 3.326 0.04
H 1.879 -0.003 1.859 0.00
O -3.290 -0.607 0.490 -0.05
H -2.466 -1.043 0.709 0.01
H -3.846 -1.306 0.145 0.03
```

Summary:
DFT total energy, eV: -12479.6704
Frontier orbital gap, eV: 11.23
Energy relative to the best compared isomer or geometry (same formula, charge and spin), kcal per mole: 33.28
M, g mol⁻¹: 108.09
HOMO, eV: -11.0892
LUMO level, Eh: 0.00513
F_max, Eh/bohr: 0.0142
Structure (SMILES): O.O.O.O.O.O

=====

Entry 4:
ORCA calculation (ωB97M-V/def2-TZVPD) on a 6-piece molecular cluster, H12O6 overall.

Structure (XYZ):
```
18
Properties=species:S:1:pos:R:3:lowdin_charge:R:1
O 0.898 -1.015 1.613 -0.05
H 0.279 -1.484 1.028 0.00
H 1.515 -1.696 1.841 0.02
O 0.837 2.312 1.319 -0.05
H 0.778 1.543 1.902 0.03
H 1.780 2.362 1.127 0.05
O 3.173 0.803 -1.020 -0.05
H 3.914 0.429 -1.492 0.03
H 2.650 0.034 -0.768 0.03
O -1.594 1.642 -0.226 -0.05
H -0.728 1.878 0.143 0.01
H -2.121 1.851 0.549 0.05
O -2.447 -0.856 -1.643 -0.06
H -2.889 -0.727 -2.488 0.05
H -2.034 -0.001 -1.448 0.01
O -0.970 -2.757 0.078 -0.05
H -1.271 -2.081 -0.544 0.01
H -0.714 -3.516 -0.449 0.05
```

Summary:
DFT total energy, eV: -12480.3607
Frontier orbital gap, eV: 11.93
Energy relative to the best compared isomer or geometry (same formula, charge and spin), kcal per mole: 17.37
M, g mol⁻¹: 108.09
HOMO, eV: -11.4194
LUMO level, Eh: 0.01881
F_max, Eh/bohr: 0.0161
Structure (SMILES): O.O.O.O.O.O

=====

The lowest LUMO level belongs to which entry? number 3

=====

Among the records above, which one has the highest DFT total energy? number 1

=====

Please write out number 2 again, unchanged.
ORCA calculation (ωB97M-V/def2-TZVPD) on a 6-piece molecular cluster, H12O6 overall.

Structure (XYZ):
```
18
Properties=species:S:1:pos:R:3:lowdin_charge:R:1
O 3.152 1.489 2.315 -0.06
H 2.365 1.330 1.784 0.00
H 3.407 0.622 2.645 0.04
O 0.410 -3.030 -0.097 -0.07
H 0.568 -2.142 -0.455 -0.01
H -0.105 -3.499 -0.758 0.02
O -2.409 -1.134 -0.379 -0.06
H -1.586 -0.788 0.007 0.02
H -2.102 -1.791 -1.010 0.03
O 0.408 -0.179 -0.579 -0.07
H 0.172 0.336 -1.367 0.03
H 0.540 0.480 0.120 0.01
O -1.428 1.026 -2.340 -0.06
H -2.100 0.429 -1.974 0.03
H -1.314 0.767 -3.259 0.05
O 0.081 1.763 1.506 -0.04
H -0.035 2.712 1.391 0.07
H -0.024 1.608 2.451 0.07
```

Summary:
DFT total energy, eV: -12480.2139
Frontier orbital gap, eV: 11.31
Energy relative to the best compared isomer or geometry (same formula, charge and spin), kcal per mole: 20.75
M, g mol⁻¹: 108.09
HOMO, eV: -11.0007
LUMO level, Eh: 0.01119
F_max, Eh/bohr: 0.0070
Structure (SMILES): O.O.O.O.O.O

=====

Look up the frontier orbital gap of the first one. 11.09 eV